# C28H26FN8O4STi

A molecular structure, C28H26FN8O4STi (ωB97M-V/def2-TZVPD, OMol25).

The charge is +3. As for the HOMO energy: -15.96 eV. Its lowest unoccupied orbital energy is -10.238 eV. The value obtained for the max |F| is 0.79 eV/A. For the frontier orbital gap, the calculation gives 5.72 eV. Its relative energy (zero: lowest compared OMol25 entry of this formula, charge and spin) is 66.8 kJ/mol.

Last column: Löwdin charge in e.
CARTESIAN COORDINATES (ANGSTROEM)
1 Ti 0.1409 -0.1278 0.2814  1.1705
2 C 2.6488 -0.9858 1.7087  -0.0374
3 N 1.1640 -1.2381 1.8553  -0.2152
4 C 0.8577 -2.6840 1.6785  -0.0727
5 C 1.2351 -3.0342 0.2740  -0.2423
6 C 1.6802 -4.2795 -0.1229  0.0409
7 C 2.0498 -4.4592 -1.4480  0.0191
8 C 1.9882 -3.3774 -2.3150  0.0112
9 C 1.5320 -2.1631 -1.8403  -0.0650
10 N 1.1406 -1.9972 -0.5687  0.0295
11 C 0.7107 -0.7722 3.1897  -0.0907
12 C 0.8054 0.7217 3.1869  -0.2486
13 C 1.0121 1.4612 4.3342  0.0330
14 C 1.2162 2.8286 4.2174  0.0183
15 C 1.2516 3.3914 2.9500  0.0079
16 C 1.0178 2.5863 1.8542  -0.1312
17 N 0.7544 1.2724 1.9615  -0.0085
18 C 3.0471 -0.0397 0.5982  -0.2226
19 C 4.3727 0.2950 0.4044  0.0380
20 C 4.7079 1.1640 -0.6254  0.0240
21 C 3.7073 1.6742 -1.4409  0.0114
22 C 2.4030 1.2968 -1.1990  -0.0727
23 N 2.0869 0.4602 -0.1958  -0.0262
24 H 3.0244 -0.5912 2.6534  0.1516
25 H 3.1461 -1.9437 1.5503  0.1535
26 H 1.3956 -3.2868 2.4135  0.1587
27 H -0.2129 -2.8329 1.8427  0.1380
28 H 1.7452 -5.0890 0.5921  0.1412
29 H 2.4007 -5.4228 -1.7933  0.1386
30 H 2.2963 -3.4660 -3.3473  0.1327
31 H 1.4762 -1.2952 -2.4826  0.1267
32 H -0.3013 -1.1311 3.3722  0.1174
33 H 1.3444 -1.2010 3.9700  0.1573
34 H 1.0417 0.9703 5.2983  0.1404
35 H 1.3814 3.4364 5.0974  0.1386
36 H 1.4598 4.4420 2.8044  0.1346
37 H 1.0480 2.9975 0.8569  0.0868
38 H 5.1365 -0.1197 1.0501  0.1439
39 H 5.7421 1.4373 -0.7894  0.1398
40 H 3.9294 2.3508 -2.2540  0.1356
41 H 1.5827 1.6508 -1.8102  0.1282
42 F -1.8667 2.0029 -6.3525  0.1452
43 C -2.3904 1.6576 -5.1925  -0.1825
44 C -2.0744 0.5117 -4.5946  0.0649
45 N -2.6377 0.1610 -3.3651  0.0067
46 C -2.2474 -1.0397 -2.6721  -0.0058
47 C -1.2675 -0.7853 -1.5541  -0.5251
48 O -0.2773 0.0249 -1.6537  -0.1510
49 O -1.3636 -1.3833 -0.4448  -0.0227
50 C -3.5105 0.9927 -2.6946  -0.4736
51 O -3.8935 0.7281 -1.5599  0.0450
52 N -3.8691 2.1181 -3.3707  0.2361
53 C -3.3520 2.5974 -4.5954  -0.3612
54 O -3.6666 3.6621 -5.0342  0.1790
55 H -1.4002 -0.2015 -5.0470  0.1523
56 H -1.7989 -1.7443 -3.3757  0.1616
57 H -3.1164 -1.5176 -2.2240  0.1559
58 H -4.5495 2.7193 -2.9255  0.1787
59 S -1.3181 2.1850 -0.0888  0.9112
60 C -2.2827 1.3181 0.9638  -0.7255
61 N -3.5572 1.6748 1.2779  0.1366
62 C -4.3754 0.9039 2.0087  0.0410
63 C -3.9113 -0.2926 2.4949  0.0370
64 C -2.6008 -0.6246 2.1818  -0.0395
65 N -1.7955 0.1683 1.4786  -0.0136
66 H -3.9190 2.5178 0.8440  0.1794
67 H -5.3798 1.2748 2.1652  0.1668
68 H -4.5453 -0.9491 3.0700  0.1394
69 H -2.1995 -1.5800 2.4973  0.1292


# C28H26N2O4PSSc

A molecular structure, C28H26N2O4PSSc in a non-equilibrium geometry (ωB97M-V/def2-TZVPD, OMol25).

The charge is -2. As for the HOMO energy (spin up / spin down): 1.96 / 1.96 eV. Its lowest unoccupied orbital energy (spin up / spin down) is 4.100 / 4.100 eV. The value obtained for the max |F| is 5.07 eV/A. For the frontier orbital gap (spin up / spin down), the calculation gives 2.14 / 2.14 eV. Its relative energy (zero: lowest compared OMol25 entry of this formula, charge and spin) is 120.3 kJ/mol.

Last column: Löwdin charge in e.
CARTESIAN COORDINATES (ANGSTROEM)
1 Sc 2.6828 -0.1463 -1.1758  0.5368
2 C -0.8406 1.6388 6.1405  -0.0717
3 C 0.0414 1.1209 5.0416  -0.2852
4 C 0.8122 -0.0306 5.2313  -0.0583
5 C 1.5708 -0.5456 4.2013  -0.0547
6 C 1.5710 0.0780 2.9581  -0.2425
7 C 0.8078 1.2254 2.7570  -0.0432
8 C 0.0576 1.7424 3.7895  -0.0344
9 S 2.5197 -0.5800 1.5803  0.5599
10 O 1.5505 -0.4598 0.4567  -0.4270
11 O 2.8189 -1.9679 1.8809  -0.3230
12 N 3.8443 0.1868 1.3092  -0.1886
13 C 3.8436 1.6183 1.4264  -0.2199
14 C 3.0960 2.4069 0.3155  -0.6577
15 O 2.7719 3.5719 0.5500  -0.0168
16 O 2.9219 1.8180 -0.7952  -0.1293
17 H -0.4557 1.3653 7.1240  0.0669
18 H -1.8446 1.2137 6.0419  0.0774
19 H -0.9293 2.7242 6.0918  0.0699
20 H 0.7939 -0.5206 6.1996  0.1016
21 H 2.1499 -1.4502 4.3213  0.1076
22 H 0.7947 1.6833 1.7799  0.1072
23 H -0.5378 2.6306 3.6317  0.1082
24 H 4.8945 1.9426 1.3710  0.1140
25 H 3.4500 1.9512 2.4030  0.0997
26 C 4.6189 -0.9596 -1.8138  -0.3009
27 H 5.3806 -0.4366 -2.4257  -0.2088
28 H 5.1684 -1.7505 -1.2657  -0.1898
29 N 1.2652 -0.7275 -2.6219  -0.3175
30 P -0.2018 -0.7076 -2.1995  0.6842
31 C -1.3225 -0.5052 -3.6410  -0.2643
32 C -2.6771 -0.1473 -3.6104  -0.0812
33 C -3.3508 0.1223 -4.7838  -0.1163
34 C -2.7029 0.0301 -6.0123  -0.1149
35 C -1.3537 -0.3238 -6.0495  -0.1030
36 C -0.6774 -0.5777 -4.8795  -0.0904
37 C -0.8512 0.6672 -1.1347  -0.2738
38 C -1.9859 0.6082 -0.3260  -0.1091
39 C -2.4102 1.7235 0.3710  -0.1065
40 C -1.7108 2.9162 0.2777  -0.1108
41 C -0.5847 2.9932 -0.5333  -0.0766
42 C -0.1639 1.8765 -1.2350  -0.0848
43 C -0.9258 -2.1711 -1.3038  -0.2430
44 C -0.8842 -2.2485 0.0903  -0.0933
45 C -1.3776 -3.3517 0.7578  -0.0844
46 C -1.9205 -4.4158 0.0497  -0.1124
47 C -1.9412 -4.3648 -1.3368  -0.1122
48 C -1.4426 -3.2606 -2.0027  -0.0861
49 H -3.1921 -0.0714 -2.6601  0.0948
50 H -4.3953 0.4181 -4.7540  0.0895
51 H -3.2386 0.2419 -6.9300  0.0848
52 H -0.8451 -0.3815 -7.0062  0.0932
53 H 0.3769 -0.8271 -4.8601  0.0895
54 H -2.5333 -0.3209 -0.2337  0.0966
55 H -3.2938 1.6632 0.9965  0.0911
56 H -2.0348 3.7808 0.8452  0.0906
57 H -0.0365 3.9251 -0.5994  0.1053
58 H 0.7141 1.9209 -1.8843  0.0974
59 H -0.4293 -1.4429 0.6479  0.0868
60 H -1.3394 -3.3912 1.8403  0.0995
61 H -2.2936 -5.2883 0.5756  0.0881
62 H -2.3531 -5.2005 -1.8934  0.0899
63 H -1.4424 -3.2342 -3.0850  0.1019


# C28H26N2OPtSSi

A molecular structure, C28H26N2OPtSSi (ωB97M-V/def2-TZVPD, OMol25).

The charge is 0. Its expectation value of S² is 2.0575. The spin multiplicity is 3. As for the HOMO energy (spin up / spin down): -4.63 / -7.26 eV. Its lowest unoccupied orbital energy (spin up / spin down) is 0.319 / -2.317 eV. The value obtained for the max |F| is 0.52 eV/A. For the frontier orbital gap (spin up / spin down), the calculation gives 4.95 / 4.95 eV. Its relative energy (zero: lowest compared OMol25 entry of this formula, charge and spin) is 27.9 kJ/mol.

Last column: Löwdin charge in e.
CARTESIAN COORDINATES (ANGSTROEM)
1 Pt -0.6409 0.5040 -0.3760  1.1042
2 S -1.6498 3.2447 3.0011  1.0467
3 C -2.2200 1.6351 3.4176  -0.4624
4 C -2.7592 1.2018 4.6125  -0.1009
5 C -3.1272 -0.1335 4.7389  -0.1078
6 C -2.9624 -1.0095 3.6696  -0.0999
7 C -2.4375 -0.5759 2.4635  -0.0463
8 C -2.0528 0.7573 2.3320  -0.3298
9 N -1.5076 1.3430 1.2230  -0.1631
10 C -1.1532 2.6488 1.4373  -0.5623
11 C -0.3164 3.2306 0.4757  -0.2789
12 C 0.1693 4.5541 0.4530  -0.0580
13 C 1.0700 4.9447 -0.5148  -0.1110
14 C 1.5138 4.0457 -1.4842  -0.1096
15 C 1.0224 2.7374 -1.4930  -0.1420
16 C 0.1156 2.3250 -0.5422  -0.2395
17 H -2.8876 1.8879 5.4392  0.1044
18 H -3.5462 -0.4887 5.6697  0.0943
19 H -3.2560 -2.0457 3.7778  0.1006
20 H -2.3299 -1.2572 1.6264  0.1020
21 H -0.1623 5.2590 1.2053  0.0984
22 H 1.4440 5.9596 -0.5145  0.0968
23 H 2.2412 4.3527 -2.2232  0.0915
24 H 1.3851 2.0416 -2.2378  0.0584
25 C -2.0362 0.9324 -3.3648  -0.1883
26 Si -0.4034 0.0746 -3.5936  0.4492
27 C 0.7258 1.2019 -4.5766  -0.1636
28 C -0.6663 -1.5440 -4.4986  -0.1606
29 N 0.2606 -0.3621 -1.9699  -0.1396
30 C 1.2714 -1.2252 -1.7582  -0.2716
31 C 2.2751 -1.5039 -2.7202  -0.0185
32 C 3.3786 -2.2559 -2.4029  -0.0706
33 C 3.5096 -2.7994 -1.1224  -0.0536
34 C 2.5107 -2.6353 -0.1792  0.0094
35 C 1.3807 -1.9013 -0.5012  -0.1871
36 O 0.2825 -1.8418 0.2995  -0.0505
37 C 0.4121 -2.0827 1.6754  -0.2961
38 C 0.8498 -1.0546 2.4914  -0.0094
39 C 0.8671 -1.2638 3.8614  -0.0542
40 C 0.4574 -2.4800 4.3898  -0.0794
41 C 0.0299 -3.4971 3.5502  -0.0719
42 C 0.0018 -3.3033 2.1759  -0.0102
43 H -2.4900 1.0770 -4.3472  0.0366
44 H -1.9115 1.9070 -2.8907  0.0279
45 H -2.7288 0.3515 -2.7543  0.0264
46 H 0.3279 1.2620 -5.5918  0.0402
47 H 1.7581 0.8661 -4.6493  0.0268
48 H 0.7291 2.2095 -4.1648  0.0217
49 H -1.0973 -1.3344 -5.4787  0.0364
50 H -1.3619 -2.1872 -3.9601  0.0372
51 H 0.2530 -2.1070 -4.6545  0.0241
52 H 2.1933 -1.0601 -3.7014  0.0889
53 H 4.1520 -2.4153 -3.1409  0.1086
54 H 4.3885 -3.3764 -0.8691  0.1106
55 H 2.5850 -3.0961 0.7958  0.1239
56 H 1.1377 -0.1077 2.0541  0.1217
57 H 1.1844 -0.4639 4.5159  0.1130
58 H 0.4639 -2.6321 5.4602  0.1050
59 H -0.2944 -4.4429 3.9633  0.1061
60 H -0.3485 -4.0714 1.5006  0.1256


# C28H26N3O2OsS

A molecular structure, C28H26N3O2OsS in a non-equilibrium geometry (ωB97M-V/def2-TZVPD, OMol25).

The charge is +3. As for the HOMO energy: -16.81 eV. Its lowest unoccupied orbital energy is -11.921 eV. The value obtained for the max |F| is 1.25 eV/A. For the frontier orbital gap, the calculation gives 4.88 eV.

Last column: Löwdin charge in e.
CARTESIAN COORDINATES (ANGSTROEM)
1 Os -0.3946 -0.6565 -0.2366  1.6730
2 C -2.2623 -3.9507 1.9048  0.0353
3 C -1.9187 -2.7724 1.0767  -0.1992
4 N -0.7367 -2.2503 0.9762  -0.1304
5 N 0.3612 -2.8370 1.5403  0.1505
6 C 1.4193 -2.4224 0.9203  -0.3167
7 O 1.2453 -1.5086 -0.1081  -0.1711
8 C 2.7622 -2.8683 1.1766  -0.1697
9 C 3.8090 -2.4986 0.3165  -0.0026
10 C 5.0872 -2.9535 0.5730  -0.0311
11 C 5.3260 -3.7603 1.6805  -0.0075
12 C 4.2917 -4.1249 2.5406  -0.0242
13 C 3.0081 -3.6874 2.2905  0.0030
14 C -2.8628 -2.1158 0.1653  -0.1671
15 C -4.1803 -2.4824 -0.0061  0.0664
16 C -4.9346 -1.8613 -1.0012  0.0496
17 C -4.3433 -0.9118 -1.8188  0.0270
18 C -3.0135 -0.5877 -1.6240  -0.0411
19 N -2.2969 -1.1570 -0.6352  -0.0732
20 H -1.4500 -4.1975 2.5818  0.0953
21 H -2.4557 -4.8136 1.2614  0.1266
22 H -3.1697 -3.7541 2.4778  0.1123
23 H 3.6108 -1.8844 -0.5511  0.1173
24 H 5.9042 -2.6964 -0.0864  0.1248
25 H 6.3301 -4.1157 1.8704  0.1298
26 H 4.4970 -4.7563 3.3934  0.1269
27 H 2.1874 -3.9756 2.9329  0.1219
28 H -4.6144 -3.2536 0.6143  0.1432
29 H -5.9723 -2.1349 -1.1417  0.1475
30 H -4.8972 -0.4245 -2.6089  0.1418
31 H -2.4968 0.1406 -2.2354  0.1153
32 O -0.1795 0.8053 -1.6222  -0.6621
33 S 1.1842 1.6088 -1.7621  1.1270
34 C 1.1087 2.6289 -0.2850  -0.2386
35 C 1.0165 1.6871 0.8828  -0.2704
36 C -0.2765 1.1174 1.1853  -0.1645
37 C -0.4299 0.2268 2.2805  -0.0472
38 C 0.6859 -0.1300 3.0397  -0.0313
39 C 1.9131 0.4158 2.7303  0.0424
40 C 2.0836 1.3198 1.6492  0.0338
41 C 0.8561 2.7904 -3.1082  -0.2358
42 C -0.1855 3.8150 -2.7998  -0.3156
43 C -1.5386 3.4943 -2.8739  -0.0496
44 C -2.4960 4.4565 -2.5792  -0.0493
45 C -2.1047 5.7394 -2.2222  -0.0393
46 C -0.7589 6.0658 -2.1601  -0.0335
47 C 0.2026 5.1055 -2.4518  -0.0358
48 H 0.2285 3.2696 -0.3798  0.1162
49 H 2.0044 3.2519 -0.2700  0.1351
50 H -1.1523 1.5656 0.7118  0.1398
51 H -1.4198 -0.1078 2.5615  0.1347
52 H 0.5770 -0.7878 3.8906  0.1396
53 H 2.7702 0.1746 3.3467  0.1453
54 H 3.0627 1.7424 1.4615  0.1478
55 H 0.6091 2.1372 -3.9490  0.1211
56 H 1.8433 3.2186 -3.3054  0.1213
57 H -1.8414 2.5064 -3.2015  0.1041
58 H -3.5480 4.2189 -2.6602  0.1156
59 H -2.8522 6.4939 -2.0192  0.1241
60 H -0.4557 7.0716 -1.9041  0.1246
61 H 1.2535 5.3714 -2.4262  0.1272